Molecular formula: CH5BO
Method: DFT, ωB97M-V/def2-TZVPD

Summary:
Energy relative to the best compared isomer or geometry (same formula, charge and spin)   293.9 kJ/mol
E_LUMO   0.52 eV
Largest force on an atom   6.83 eV Å⁻¹
E_tot   -3839.98939 eV
Frontier orbital gap   10.673 eV

The geometry in XYZ format:
```
8
CH5BO, DFT ωB97M-V/def2-TZVPD
B 0.374 0.157 0.405
C -0.850 -0.692 0.003
O 0.906 1.413 -0.966
H 1.134 0.238 1.184
H -1.547 -0.953 0.733
H -0.284 -1.616 -0.077
H -1.403 -0.388 -0.758
H 1.670 1.841 -0.525
```